{
  "formula": "C24H45NO2S",
  "method": "ωB97M-V with the def2-TZVPD basis set",
  "smiles": "CCCCCCCCCCC[C@H]1NC(=O)[C@@H](S)[C@]1(CC=O)CCCCCCC",
  "e_tot_ha": -1544.8474,
  "homo_ha": -0.336,
  "orbital_gap_ev": 9.75,
  "species": ["C", "C", "C", "C", "C", "C", "C", "C", "C", "C", "C", "C", "N", "C", "O", "C", "S", "C", "C", "C", "O", "C", "C", "C", "C", "C", "C", "C", "H", "H", "H", "H", "H", "H", "H", "H", "H", "H", "H", "H", "H", "H", "H", "H", "H", "H", "H", "H", "H", "H", "H", "H", "H", "H", "H", "H", "H", "H", "H", "H", "H", "H", "H", "H", "H", "H", "H", "H", "H", "H", "H", "H", "H"],
  "positions_angstrom": [[-6.2892, -0.7210, 3.7702], [-7.0284, -0.6144, 2.4131], [-6.5132, -1.5997, 1.3535], [-5.0020, -1.4381, 1.0636], [-4.2158, -2.6151, 1.7028], [-3.9850, -3.7671, 0.6767], [-2.5280, -3.8937, 0.2280], [-2.0069, -2.6326, -0.5260], [-0.7560, -2.1092, 0.1925], [-0.3846, -0.6575, -0.1530], [-0.2162, -0.4258, -1.6817], [1.1871, 0.0449, -2.1119], [1.0709, 0.1119, -3.5939], [0.6872, 1.4159, -3.9523], [0.3777, 1.8095, -5.0154], [0.7560, 2.3353, -2.6967], [-0.9175, 2.8268, -2.1092], [1.6329, 1.4632, -1.7607], [1.6715, 1.9186, -0.2795], [1.6460, 3.4338, -0.1048], [1.2032, 3.9211, 0.8727], [3.0934, 1.7552, -2.2721], [4.0311, 0.5371, -2.3579], [4.4515, -0.0328, -0.9861], [5.3200, 0.9518, -0.1648], [4.9806, 0.8504, 1.3506], [4.8628, 2.2018, 2.0850], [5.9390, 3.2156, 1.6888], [-6.2265, 0.2697, 4.2166], [-5.2707, -1.0863, 3.6558], [-6.8475, -1.3910, 4.4207], [-8.0942, -0.7959, 2.5598], [-6.9151, 0.4098, 2.0520], [-6.7364, -2.6281, 1.6449], [-7.1086, -1.4083, 0.4564], [-4.6403, -0.5005, 1.4890], [-4.8699, -1.4435, -0.0159], [-4.7894, -3.0010, 2.5407], [-3.2234, -2.3039, 2.0334], [-4.2937, -4.6893, 1.1775], [-4.6383, -3.6649, -0.1937], [-2.4733, -4.7803, -0.4084], [-1.9008, -4.1157, 1.0945], [-2.8069, -1.8972, -0.5863], [-1.7329, -2.9912, -1.5173], [-0.9871, -2.1141, 1.2629], [0.0827, -2.8000, 0.0762], [0.5172, -0.4157, 0.4071], [-1.2413, -0.0543, 0.1574], [-1.0165, 0.1828, -2.0913], [-0.3456, -1.4059, -2.1416], [1.8245, -0.7916, -1.8333], [1.9233, -0.0783, -4.1154], [1.2328, 3.2938, -2.8517], [-0.9444, 2.3726, -0.8363], [2.6341, 1.6058, 0.1307], [0.8646, 1.5397, 0.3423], [2.0778, 4.0912, -0.8897], [3.6005, 2.4839, -1.6428], [3.0856, 2.2065, -3.2685], [4.9562, 0.8946, -2.8232], [3.6695, -0.2697, -2.9965], [5.0620, -0.9207, -1.1641], [3.5577, -0.3483, -0.4457], [5.2475, 1.9704, -0.5409], [6.3623, 0.6591, -0.2809], [4.0695, 0.2728, 1.5135], [5.7844, 0.2803, 1.8206], [5.0226, 1.9769, 3.1433], [3.8627, 2.6353, 2.0171], [5.7534, 3.5924, 0.6832], [6.9357, 2.7860, 1.7726], [5.9081, 4.0862, 2.3437]],
  "forces_ev_per_a": [[-0.486, 0.158, -0.534], [0.514, -0.344, 0.332], [-0.196, 0.748, -0.167], [-0.362, -0.722, 0.759], [0.114, 0.012, -1.470], [-0.084, -0.127, 0.875], [-0.573, -0.026, -0.320], [0.573, -1.395, 0.624], [-0.550, 0.719, 0.296], [-0.436, -0.576, -0.795], [0.420, -0.576, 1.013], [-1.191, -0.419, -0.984], [0.572, 0.425, -0.270], [0.149, 0.478, 2.459], [-0.335, 0.338, -2.274], [-0.400, -0.862, 1.094], [-0.356, 0.110, -0.004], [0.963, 1.357, 0.611], [-0.323, 0.150, -0.585], [0.627, -0.987, -1.414], [-0.777, 1.040, 1.836], [0.183, -1.167, -0.745], [0.729, 0.301, 0.581], [0.282, 0.319, -0.681], [-0.694, -0.839, 0.563], [0.390, 0.646, -0.237], [0.594, -0.348, 0.433], [-0.545, 0.163, 0.098], [-0.070, -0.081, 0.292], [0.005, -0.038, 0.025], [0.209, -0.028, 0.238], [-0.040, 0.156, 0.047], [-0.046, -0.067, -0.233], [0.032, -0.040, 0.074], [0.122, -0.097, -0.107], [-0.086, 0.168, -0.243], [0.290, 0.197, -0.008], [0.177, 0.076, 0.228], [-0.109, 0.151, 0.295], [0.123, -0.170, -0.232], [-0.009, 0.118, 0.012], [0.162, 0.050, -0.090], [0.007, 0.105, 0.053], [0.183, 0.217, -0.102], [-0.179, 0.461, -0.262], [0.114, -0.050, 0.046], [0.023, 0.013, -0.240], [-0.105, 0.259, 0.033], [0.295, 0.264, 0.431], [0.114, 0.220, 0.023], [0.145, 0.075, -0.289], [0.552, 0.395, 0.044], [-0.222, -0.528, 0.016], [0.168, -0.073, -0.647], [0.326, -0.065, -0.346], [-0.155, -0.201, 0.267], [0.077, -0.027, 0.024], [0.040, -0.243, -0.127], [-0.269, 0.172, 0.124], [-0.176, -0.017, -0.012], [-0.052, -0.053, -0.170], [-0.188, 0.099, -0.020], [-0.243, -0.168, 0.024], [0.090, 0.003, 0.184], [-0.196, 0.025, 0.045], [0.076, 0.159, -0.183], [-0.045, 0.006, -0.072], [-0.045, -0.018, 0.114], [-0.252, 0.075, 0.076], [0.010, 0.015, -0.221], [0.306, -0.037, -0.086], [0.072, -0.050, -0.202], [-0.031, -0.007, 0.082]],
  "mulliken_charge": [-1.00, -0.59, -0.90, -0.65, -0.79, -0.96, -1.11, -0.08, -1.25, -0.31, -1.55, -0.68, -0.38, 0.13, -0.58, -0.55, -0.25, 2.68, -0.35, -0.18, -0.51, -1.44, -1.05, -0.81, -0.74, -0.93, -0.26, -1.27, 0.30, 0.24, 0.32, 0.38, 0.32, 0.41, 0.34, 0.40, 0.44, 0.65, 0.35, 0.38, 0.40, 0.41, 0.43, 0.16, 0.43, 0.46, 0.20, 0.36, 0.22, 0.38, 0.54, 0.66, 0.42, 0.80, 0.13, -0.51, 0.12, 0.37, 0.51, 0.39, 0.60, 0.28, 0.61, 0.21, 0.26, 0.59, 0.33, 0.51, 0.36, 0.16, 0.32, 0.30, 0.42]
}